[1]
Formula: C3H6N4O
Source: OMol25
Level of theory: the ωB97M-V functional and the def2-TZVPD basis

Geometry as XYZ:
```
14
Properties=species:S:1:pos:R:3:forces:R:3
O 4.134865 1.201676 -0.002856 2.14 -0.86 0.02
N 2.249026 -1.610327 0.002430 -0.04 -0.06 -0.01
N 3.337178 -0.950157 0.004366 4.34 -4.46 0.02
N 3.380862 0.263378 0.001239 -4.23 4.43 -0.04
N 1.115623 -0.807607 -0.004391 -0.96 0.98 0.01
C 1.237746 0.460001 -0.007721 0.65 0.93 0.11
C -0.095132 -1.603215 -0.006484 -0.69 -0.31 0.00
C 0.260543 1.545059 -0.002000 -0.91 -0.81 -0.17
H 0.293891 2.049517 0.965018 0.08 -0.02 0.01
H 0.197767 -2.648973 0.027438 -0.09 0.02 0.00
H -0.700227 -1.355404 0.865012 0.01 -0.05 -0.05
H -0.665756 -1.405866 -0.913816 0.01 -0.04 0.05
H -0.758584 1.191501 -0.185205 -0.36 0.27 0.01
H 0.529101 2.283217 -0.757169 0.07 -0.01 0.04
```
Positions in Å, forces in eV/Å.

Computed properties:
Gap between HOMO and LUMO (spin up / spin down) (eV): 6.769 / 7.169
Multiplicity: 3
Net charge: 0
HOMO energy (spin up / spin down) (eV): -6.06 / -8.43

These are the natural (NBO) partial charges, in e, on atoms 1 to 2: number 1, O, carries -0.314; number 2, N, carries -0.024

---

[2]
Formula: C3H6N4O2
Source: OMol25
Level of theory: the ωB97M-V functional and the def2-TZVPD basis

Geometry as XYZ:
```
15
Properties=species:S:1:pos:R:3:forces:R:3
O -0.896173 2.025173 -1.359730 0.50 0.55 -0.41
O -2.150242 0.356340 -0.985904 -1.38 -0.79 0.10
N 0.414031 -1.981023 -0.013598 -0.07 0.60 1.16
N -1.078928 0.830885 -1.294861 0.08 -0.06 1.05
N 0.818783 -1.121907 0.715567 -0.25 -4.28 -1.67
N 0.000924 0.024814 -1.463897 1.96 0.44 -0.31
C 0.371193 0.893150 1.846017 -3.09 -0.60 -2.88
C 1.064168 0.085030 0.780068 0.63 4.26 1.69
C -0.190967 -1.303769 -1.365132 -0.46 -1.39 -0.39
H 0.489206 -1.965475 -1.960357 -0.57 0.90 -0.24
H 0.409378 0.550857 2.838147 0.24 -0.89 1.13
H -0.770634 0.852775 1.480182 2.24 0.61 1.08
H 1.948317 0.571658 0.367870 -0.02 -0.83 -0.35
H 0.792817 1.852580 1.789936 0.00 1.50 0.02
H -1.221873 -1.671087 -1.374307 0.18 -0.03 0.00
```
Positions in Å, forces in eV/Å.

Computed properties:
Gap between HOMO and LUMO (eV): 8.613
Net charge: 0
HOMO energy (eV): -9.62

These are the natural (NBO) partial charges, in e, on atoms 1 to 2: number 1, O, carries -0.410; number 2, O, carries -0.460

---

[3]
Formula: C3H6N4O2
Source: OMol25
Level of theory: the ωB97M-V functional and the def2-TZVPD basis

Geometry as XYZ:
```
15
Properties=species:S:1:pos:R:3:forces:R:3
O 1.751750 -0.827190 0.018711 2.17 0.15 0.02
O -2.134618 1.629088 0.018566 0.80 -0.72 -0.24
N -0.426674 -1.380533 -0.145743 0.81 0.44 0.24
N -2.820028 -1.174892 -0.096940 0.90 -0.41 0.38
N -1.543676 -0.608439 -0.150573 -0.02 1.03 -0.59
N 0.063454 0.819337 -0.194598 0.91 -0.96 0.42
C 2.693101 0.265975 -0.038190 0.42 -2.16 0.44
C -1.297154 0.724067 -0.106260 -2.59 0.81 0.29
C 0.516599 -0.492179 -0.086381 -1.89 -0.22 -0.49
H 0.569371 1.637960 0.097790 -0.15 0.04 -0.07
H -2.795707 -1.630787 0.817076 -0.69 -0.03 -0.09
H 3.626811 -0.295822 -0.095274 0.14 0.64 -0.16
H 2.511133 0.864790 -0.896803 0.03 0.58 -0.74
H 2.664706 0.810385 0.884695 -0.04 0.52 0.47
H -3.379066 -0.341755 -0.026069 -0.80 0.29 0.12
```
Positions in Å, forces in eV/Å.

Computed properties:
Gap between HOMO and LUMO (eV): 8.479
Net charge: 0
HOMO energy (eV): -8.04

These are the natural (NBO) partial charges, in e, on atoms 1 to 2: number 1, O, carries -0.451; number 2, O, carries -0.679

---

[4]
Formula: C3H6N4O3
Source: OMol25
Level of theory: the ωB97M-V functional and the def2-TZVPD basis

Geometry as XYZ:
```
16
Properties=species:S:1:pos:R:3:forces:R:3
O -3.127758 1.087276 0.493602 1.14 -2.25 -2.69
O -3.487509 -0.875314 -0.398725 -0.92 2.10 -0.07
O -0.611376 -0.960492 -0.773733 -3.58 5.22 2.90
N 2.878445 -0.028588 -0.668836 -1.22 1.47 1.67
N 1.284458 -0.640628 1.250078 2.24 -2.81 -2.33
N -0.565115 1.316054 0.023883 3.14 -1.79 -1.54
N 0.868029 1.157677 -0.527224 -0.39 -0.63 1.52
C 1.607510 0.146334 -0.084557 -3.27 0.76 2.23
C -2.657395 0.113905 -0.188682 -4.44 5.20 5.54
C -1.235719 0.172155 -0.268636 4.95 -4.79 -4.13
H 3.402968 -0.463339 0.136356 0.35 1.22 -1.67
H 0.363366 -1.213036 1.372715 1.81 1.99 -1.27
H 3.115010 0.978474 -1.042476 0.16 -2.82 1.12
H -2.975745 -1.596766 -0.591936 2.08 -3.56 -1.32
H -0.872368 2.329063 -0.001177 0.04 -2.22 0.11
H 2.013194 -1.522780 1.269341 -2.09 2.90 -0.08
```
Positions in Å, forces in eV/Å.

Computed properties:
Gap between HOMO and LUMO (eV): 8.809
Net charge: 0
HOMO energy (eV): -9.43

These are the natural (NBO) partial charges, in e, on atoms 1 to 2: number 1, O, carries -0.554; number 2, O, carries -0.595

---

[5]
Formula: C3H6N4S
Source: OMol25
Level of theory: the ωB97M-V functional and the def2-TZVPD basis

Geometry as XYZ:
```
14
Properties=species:S:1:pos:R:3:forces:R:3
S -0.522798 3.403233 -2.177638 0.09 -0.42 -0.09
N 0.275795 2.564841 -0.946010 -0.52 -0.04 0.31
N 0.977063 3.184766 -0.020028 -0.24 0.13 -1.11
N 0.153121 1.257466 -0.704755 2.87 1.12 3.80
N 1.352860 2.304963 0.883602 1.05 0.63 1.70
C -0.697158 0.365184 -1.422281 -2.57 -0.64 3.01
C 0.939441 1.140394 0.685865 -2.83 -2.06 -3.91
C 0.949859 -0.185658 1.397373 1.83 -0.01 2.40
H 0.107025 -0.318449 2.106671 0.17 0.37 -0.65
H -1.826009 0.595991 -1.017871 2.49 -0.84 -1.00
H 1.895607 -0.387823 2.127218 -1.96 0.92 -2.08
H 0.922044 -1.000795 0.694452 0.05 -0.23 -0.30
H -0.351267 -0.666932 -1.019692 -0.90 1.52 -1.51
H -0.735344 0.622250 -2.463612 0.47 -0.44 -0.57
```
Positions in Å, forces in eV/Å.

Computed properties:
Gap between HOMO and LUMO (spin up / spin down) (eV): 8.329 / 8.330
Net charge: 0
HOMO energy (spin up / spin down) (eV): -8.23 / -8.23

These are the natural (NBO) partial charges, in e, on atoms 1 to 2: number 1, S, carries -0.159; number 2, N, carries -0.032

---

[6]
Formula: C3H6N4S
Source: OMol25
Level of theory: the ωB97M-V functional and the def2-TZVPD basis

Geometry as XYZ:
```
14
Properties=species:S:1:pos:R:3:forces:R:3
S 2.085721 -4.229057 -0.480565 0.00 0.12 0.41
N 0.142220 -1.019346 0.121252 1.05 -1.91 -3.17
N 0.814128 -2.438389 -2.186403 -0.77 1.56 4.86
N -0.117897 -1.380658 -2.182134 1.40 -2.36 -3.76
N -0.145054 -0.201684 1.144291 -1.30 2.14 0.81
C -0.049242 1.232263 0.853253 -2.16 -0.31 -2.14
C 1.367966 -3.080458 -1.216522 -0.29 0.85 -0.81
C -0.309662 -0.757722 -1.088808 -1.26 0.85 3.87
H -0.533097 1.305877 -0.197569 0.47 0.56 2.08
H 0.891870 -2.854242 -3.031411 0.30 -1.35 -3.43
H -0.690779 1.797980 1.586164 1.20 -0.27 -0.74
H -1.134725 -0.072923 -1.327190 0.36 0.41 0.62
H 0.412167 -0.393469 1.935279 0.67 -0.75 0.71
H 0.969289 1.540270 0.632627 0.35 0.46 0.70
```
Positions in Å, forces in eV/Å.

Computed properties:
Gap between HOMO and LUMO (spin up / spin down) (eV): 5.505 / 5.504
Net charge: 0
HOMO energy (spin up / spin down) (eV): -6.61 / -6.61

These are the natural (NBO) partial charges, in e, on atoms 1 to 2: number 1, S, carries 0.238; number 2, N, carries -0.392

---

[7]
Formula: C3H6N4S
Source: OMol25
Level of theory: the ωB97M-V functional and the def2-TZVPD basis

Geometry as XYZ:
```
14
Properties=species:S:1:pos:R:3:forces:R:3
S 1.993088 -1.799196 -0.319877 -0.30 -0.22 0.11
N 2.503116 0.623383 0.423552 0.06 0.25 0.61
N -0.086148 1.525261 -0.556730 0.52 -1.41 -0.34
N -0.795651 -0.671696 0.011181 0.84 0.80 -0.03
N -3.008866 -1.207718 0.210541 -0.12 -0.60 -0.33
C -2.137835 -0.351067 -0.077228 0.91 -0.49 0.53
C 0.171484 0.302433 -0.220299 -0.12 -0.03 0.44
C 1.566430 -0.259651 0.055013 0.27 -0.16 -1.26
H -0.465742 -1.635244 0.137323 -0.33 0.60 0.04
H -3.926091 -0.851084 0.016775 -0.56 0.26 0.18
H 3.413779 0.221049 0.624060 -0.25 0.24 -0.07
H -2.228034 0.685955 -0.310846 -0.61 0.71 -0.46
H 2.237279 1.449325 0.938918 -0.03 0.11 -0.15
H 0.763185 1.968248 -0.932377 -0.30 -0.03 0.73
```
Positions in Å, forces in eV/Å.

Computed properties:
Gap between HOMO and LUMO (eV): 8.589
Net charge: 0
HOMO energy (eV): -9.08

These are the natural (NBO) partial charges, in e, on atoms 1 to 2: number 1, S, carries -0.109; number 2, N, carries -0.754

---

[8]
Formula: C3H6N6
Source: OMol25
Level of theory: the ωB97M-V functional and the def2-TZVPD basis

Geometry as XYZ:
```
15
Properties=species:S:1:pos:R:3:forces:R:3
N -0.446632 1.239087 0.102501 2.60 -3.59 1.40
N 2.495459 -0.558700 -0.298152 -1.05 0.65 0.25
N 0.234073 -0.963305 -0.207055 1.23 -1.62 3.52
N 0.826151 1.212688 0.367117 -1.03 0.68 -1.70
N -0.803302 -0.114388 -0.214286 -3.51 1.39 0.91
N 3.595215 0.251347 -0.374027 3.50 0.07 4.16
C 1.377549 -0.059987 0.021941 -1.62 -1.53 -0.69
C -2.187051 -0.594226 0.156578 -1.72 4.14 -3.07
C -3.135285 0.408793 -0.462801 1.28 -2.56 2.32
H 0.110269 -1.565426 0.721820 0.56 1.06 -2.21
H 3.434697 1.198029 0.054814 -0.18 -0.83 -0.62
H -4.089517 -0.087843 -0.215372 -0.31 1.43 -0.48
H 4.286785 -0.206795 0.444087 -1.79 1.46 -3.11
H -3.129830 1.740016 -1.052973 0.56 -5.03 2.03
H -2.568574 -1.899283 0.955804 1.47 4.29 -2.70
```
Positions in Å, forces in eV/Å.

Computed properties:
Gap between HOMO and LUMO (eV): 7.308
Net charge: 0
HOMO energy (eV): -7.94

These are the natural (NBO) partial charges, in e, on atoms 1 to 2: number 1, N, carries 0.072; number 2, N, carries -0.268